1.
Formula: C37H43F3N4O5SScSe
Source: OMol25
Level of theory: ωB97M-V/def2-TZVPD

## Properties
Relative energy (zero: lowest compared OMol25 entry of this formula, charge and spin) in eV: 0.633
LUMO energy in eV: 1.7

The geometry in ORCA input format:
```
! wB97M-V def2-TZVPD RIJCOSX def2/J DEFGRID3
* xyz -1 1
Sc 0.31429 -0.98616 -0.29634
C 3.78075 -1.34757 -0.90546
C 3.57706 -0.75587 0.48349
N 2.34777 -1.25806 1.11313
C 2.49462 -2.56988 1.75470
C 2.49041 -3.76863 0.81090
S 1.21198 -3.79270 -0.48313
C 2.23533 -3.81760 -1.97857
C 2.42696 -2.44623 -2.63506
N 2.52829 -1.38234 -1.65141
H 4.16782 -2.36576 -0.83748
H 4.54937 -0.76092 -1.42363
H 3.47910 0.32530 0.38377
H 4.45441 -0.97021 1.10831
H 2.06110 -0.60334 1.83486
H 1.66601 -2.67904 2.44594
H 3.42949 -2.60865 2.33425
H 2.35683 -4.65561 1.43351
H 3.44718 -3.89715 0.30906
H 1.74761 -4.48686 -2.68809
H 3.18326 -4.29379 -1.72255
H 1.56303 -2.21704 -3.25244
H 3.30731 -2.49522 -3.29311
H 2.36854 -0.47398 -2.08791
O -6.44457 -0.83389 -2.87538
C -6.18806 -0.85315 -1.65933
O -6.94541 -0.76552 -0.67263
C -4.68013 -0.94119 -1.31036
C -4.25959 -0.86831 0.01222
C -2.91106 -0.91845 0.31203
N -1.97591 -1.02826 -0.63590
C -2.37529 -1.11439 -1.90829
C -3.70218 -1.07989 -2.29042
C -1.22061 -1.23095 -2.86671
O -1.33052 -1.34444 -4.06505
O -0.06910 -1.18596 -2.22633
H -5.01751 -0.77909 0.77995
H -2.54536 -0.87606 1.32860
H -3.98747 -1.13678 -3.33152
O -0.34016 0.67050 0.76081
C -0.66262 1.75336 1.29046
C -1.48887 1.76911 2.54750
C -2.93276 2.28473 2.30064
C -3.13651 3.05170 0.99662
C -2.33653 4.34887 0.87743
C -0.84198 4.17577 1.18178
N -0.34064 2.89693 0.71548
H -0.97740 2.39593 3.28126
H -1.50042 0.74925 2.93009
H -3.23356 2.90230 3.15078
H -3.60396 1.42573 2.29317
H -4.19898 3.27231 0.88127
H -2.89326 2.39377 0.15765
H -2.73427 5.09962 1.56667
H -2.46312 4.75054 -0.12962
H -0.65582 4.26543 2.25545
H -0.24584 4.95045 0.70087
H 0.33486 2.79851 -0.05993
C 3.01617 5.65270 -6.05079
C 2.73915 4.74378 -4.88530
C 2.99844 5.13844 -3.58281
C 2.76256 4.30172 -2.49573
C 3.08579 4.80317 -1.11730
C 2.24659 3.01369 -2.70355
Se 1.97924 1.83903 -1.23013
C 1.96034 2.60608 -4.02055
C 1.39241 1.24780 -4.33609
C 2.21459 3.47164 -5.07671
H 3.29086 6.65309 -5.71398
H 2.14401 5.74936 -6.70059
H 3.83618 5.27723 -6.66792
H 3.39802 6.13143 -3.39946
H 3.42474 5.83952 -1.15940
H 3.85944 4.19562 -0.64262
H 2.22353 4.73867 -0.45090
H 0.85941 0.81474 -3.49182
H 2.18785 0.54721 -4.61248
H 0.70685 1.30656 -5.18192
H 1.98172 3.13798 -6.08386
F -1.67798 -6.27701 7.68983
C -2.63504 -5.45109 7.20315
F -3.72998 -6.20380 6.99358
F -2.93293 -4.59183 8.20519
C -2.18092 -4.73490 5.96866
C -2.83171 -4.90939 4.75563
C -2.38564 -4.23735 3.62987
C -1.28499 -3.38064 3.69659
C -0.64248 -3.21388 4.93089
C -1.08409 -3.88505 6.05256
C -0.82379 -2.68926 2.53157
C -0.42826 -2.10235 1.53619
H -3.68763 -5.56584 4.68626
H -2.89443 -4.36840 2.68444
H 0.20546 -2.54451 4.99407
H -0.57740 -3.74536 6.99942
*
```

Atomic partial charges in e from the Mulliken method, atoms 1 to 4: -0.101, -0.745, -0.866, 0.437

=====

2.
Formula: C4H9N3S
Source: OMol25
Level of theory: ωB97M-V/def2-TZVPD

## Properties
Relative energy (zero: lowest compared OMol25 entry of this formula, charge and spin) in eV: 1.665
Structure (SMILES): [H]/N=C(/NCC)SN=C
LUMO energy in eV: 0.8

The geometry in ORCA input format:
```
! wB97M-V def2-TZVPD RIJCOSX def2/J DEFGRID3
* xyz 0 1
H 1.37057 -1.84321 -0.28052
N 1.40117 -0.84726 0.04842
C 0.28963 -0.31947 -0.28995
N -0.20482 0.84279 0.27903
C 0.57198 1.48373 1.36482
C -0.21299 2.71344 1.68318
S -0.83533 -0.97844 -1.51267
N -0.02141 -2.57236 -1.74064
C -0.53596 -3.30972 -2.64416
H -1.21485 0.66809 0.51568
H 0.68649 0.83139 2.23177
H 1.59187 1.73478 0.93134
H 0.07374 3.18862 2.63366
H -0.12336 3.43763 0.88899
H -1.26992 2.42551 1.79724
H -0.04162 -4.29943 -2.86616
H -1.52518 -3.15609 -3.04004
*
```

Atomic partial charges in e from the natural (NBO) method, atoms 1 to 4: 0.378, -0.716, 0.288, -0.639

=====

3.
Formula: C11H11BClF4N2O4Pd
Source: OMol25
Level of theory: ωB97M-V/def2-TZVPD

## Properties
LUMO energy (spin up / spin down) in eV: -6.5 / -6.5

The geometry in ORCA input format:
```
! wB97M-V def2-TZVPD RIJCOSX def2/J DEFGRID3
* xyz 1 1
Pd 0.84418 0.81977 -0.62380
C 3.86493 -1.45043 1.29519
C 2.77678 -0.89642 0.45222
N 2.43206 0.34002 0.46041
O 3.01629 1.20109 1.32238
C 2.00952 -1.73554 -0.47114
C 2.29895 -3.18129 -0.73050
N 1.05779 -1.15735 -1.14562
O 0.27149 -1.49452 -1.97575
H 4.54358 -0.66054 1.60260
H 4.40625 -2.22586 0.75751
H 3.42985 -1.89754 2.19295
H 3.24837 1.99095 0.77812
H 2.43033 -3.70434 0.21610
H 3.21444 -3.28365 -1.31594
H 1.48007 -3.63779 -1.27933
Cl -7.21181 0.19965 1.27320
C -5.55177 0.32929 0.85148
C -4.58618 -0.07001 1.77145
C -3.25369 0.03344 1.43352
C -2.89801 0.53356 0.17896
C -3.87375 0.93551 -0.73636
C -5.20669 0.83158 -0.39970
C -1.50953 0.64763 -0.18968
O -0.54195 0.27948 0.62729
O -1.08608 1.09027 -1.30783
H -4.88933 -0.45241 2.73526
H -2.48914 -0.26813 2.13659
H -3.58012 1.32501 -1.70175
H -5.98094 1.13498 -1.08931
F 1.18387 3.05558 -0.56345
B 2.30885 3.01248 -1.43132
F 2.31910 3.89261 -2.41903
F 2.06727 1.58261 -2.03402
F 3.45504 2.88031 -0.67069
*
```

Atomic partial charges in e from the natural (NBO) method, atoms 1 to 4: 1.385, -0.684, 0.304, -0.111

=====

4.
Formula: C25H22BiBrO3
Source: OMol25
Level of theory: ωB97M-V/def2-TZVPD

## Properties
LUMO energy in eV: -2.3

The geometry in ORCA input format:
```
! wB97M-V def2-TZVPD RIJCOSX def2/J DEFGRID3
* xyz 0 1
C 0.81100 -1.88613 1.79082
C -0.51538 -2.04393 1.34260
C -0.48724 -2.28779 -0.06780
H -1.41181 -2.07187 1.96117
C 0.92078 -2.20434 -0.48591
C 1.68677 -1.94414 0.69650
H 2.77640 -1.89187 0.75747
H 1.13504 -1.76201 2.81558
H -1.29606 -2.72015 -0.66070
H 1.30566 -2.51222 -1.45851
C -0.63567 2.43102 0.27861
C -0.31350 2.04255 1.61373
C 1.07685 1.84311 1.70117
H -1.01315 1.96688 2.43398
C 1.66874 2.13879 0.46042
C 0.62846 2.55944 -0.44186
H 0.75956 3.10783 -1.37578
H -1.60571 2.77513 -0.08124
H 1.59982 1.54403 2.60822
H 2.73794 2.17479 0.24613
Bi -0.00679 0.12398 -0.81805
O 0.01093 -0.06261 -3.55796
C -1.14801 -0.76397 -4.10825
C 0.17463 -0.88990 -4.82510
H -1.47924 -1.64714 -3.54934
H -1.89446 -0.10192 -4.56467
H 0.73664 -1.82540 -4.70039
H 1.21654 -1.83986 -7.10665
C 0.91645 -0.78796 -7.20366
C 0.38925 -0.14017 -6.05854
C 0.00568 1.21831 -6.16104
H -0.38890 1.73615 -5.28592
C 0.14908 1.88698 -7.37935
H -0.13002 2.94025 -7.43526
C 0.64284 1.23403 -8.51708
H 0.75327 1.77211 -9.46372
C 1.01713 -0.11742 -8.41551
H 1.39631 -0.64149 -9.29777
Br -0.03514 2.22927 5.18756
C -0.43601 0.81612 6.36754
C -0.11963 0.96081 7.73116
C -0.52257 -0.01532 8.65575
C -1.21307 -1.15203 8.21609
C -1.48438 -1.30805 6.85798
C -1.06947 -0.35917 5.90153
C -1.25736 -0.69178 4.41786
O -2.26633 -1.40522 4.16324
O -0.39039 -0.23118 3.62352
H 0.45546 1.82452 8.05956
H -0.28461 0.09825 9.71071
H -1.53493 -1.93261 8.91488
H -2.03138 -2.18672 6.50629
*
```

Atomic partial charges in e from the natural (NBO) method, atoms 1 to 4: -0.251, -0.152, -0.487, 0.288

=====

5.
Formula: C5H12O2
Source: OMol25
Level of theory: ωB97M-V/def2-TZVPD

## Properties
Relative energy (zero: lowest compared OMol25 entry of this formula, charge and spin) in eV: 3.722
Structure (SMILES): C=CC(=C)C.O.O
LUMO energy in eV: 0.5

The geometry in ORCA input format:
```
! wB97M-V def2-TZVPD RIJCOSX def2/J DEFGRID3
* xyz 0 1
C -1.58254 -0.28146 0.94733
C -1.38035 -0.02490 -0.37264
C -1.10991 -1.08532 -1.50071
C -1.79517 -2.23987 -1.33744
C -0.40658 -0.62147 -2.73263
H -1.37495 -1.15824 1.40483
H -2.26018 0.29818 1.39315
H -1.43186 0.96779 -0.79081
H -2.15252 -2.79179 -2.14317
H -2.27113 -2.35808 -0.40094
H -0.10749 0.46194 -2.86360
H 0.54171 -1.10073 -3.13067
H -1.01424 -0.67641 -3.65458
O 1.47614 -0.44553 1.53874
H 1.57854 0.52024 1.35535
H 1.28537 -0.76983 0.55167
O 4.28218 3.99974 3.84689
H 4.07099 3.27892 3.28768
H 3.65196 4.02683 4.60154
*
```

Atomic partial charges in e from the natural (NBO) method, atoms 1 to 4: -0.378, -0.195, -0.038, -0.368

=====

6.
Formula: C3H8N2O
Source: OMol25
Level of theory: ωB97M-V/def2-TZVPD

## Properties
Relative energy (zero: lowest compared OMol25 entry of this formula, charge and spin) in eV: 4.411
LUMO energy (spin up / spin down) in eV: -0.3 / -0.3

The geometry in ORCA input format:
```
! wB97M-V def2-TZVPD RIJCOSX def2/J DEFGRID3
* xyz 0 1
C 0.55228 -0.02479 -0.56792
C -1.03524 -1.53805 0.27452
N 0.15500 -0.73485 0.50990
N 1.90650 0.29723 -0.71100
C -0.40955 1.46524 0.41800
O 0.35380 2.41869 0.56767
H -0.56235 0.67025 1.31489
H 0.02011 -0.13143 -1.51857
H 2.39054 0.16088 0.17052
H 2.01759 1.27747 -0.96435
H -1.37114 1.42348 -0.11024
H -1.85449 -0.95651 -0.17094
H -1.37311 -1.98278 1.21127
H -0.78995 -2.34484 -0.42374
*
```

Atomic partial charges in e from the natural (NBO) method, atoms 1 to 4: 0.167, -0.462, -0.363, -0.790

=====

Number 1: E_tot -160306.869 eV. Number 2: E_tot -19597.972 eV. Number 3: E_tot -50298.675 eV. Number 4: E_tot -108300.215 eV. Number 5: E_tot -9471.413 eV. Number 6: E_tot -8264.916 eV.